6 unconnected molecules or ions with the total composition C16H36Cl4N4O4 in a non-equilibrium geometry, computed with ωB97M-V/def2-TZVPD.

Results
Total energy in eV: -81413.611
LUMO level (alpha / beta) in hartree: 0.0845 / 0.0871
Spin multiplicity: 2
Orbital gap (alpha / beta) in eV: 1.9 / 9.5
Net charge: -1

```
64
Properties=species:S:1:pos:R:3:mulliken_spin:R:1
Cl 3.209 -1.362 3.549 -0.076
C 1.868 -2.563 3.393 0.084
C 2.324 -3.960 3.157 -0.011
Cl 3.528 -4.117 1.889 -0.110
H 1.316 -2.204 2.525 0.036
H 1.169 -2.429 4.218 -0.009
H 1.414 -4.544 3.024 0.214
H 2.652 -4.268 4.149 -0.100
Cl 1.610 3.759 -4.541 0.016
C 1.133 2.257 -3.598 0.075
C 1.221 2.465 -2.040 0.124
Cl 2.715 1.722 -1.310 -0.040
H 1.846 1.453 -3.778 0.028
H 0.225 1.882 -4.071 -0.090
H 0.335 2.005 -1.601 0.002
H 1.248 3.545 -1.898 0.016
C 0.258 2.263 1.107 0.157
O -0.120 3.444 1.251 -0.065
N -0.542 1.190 1.023 -0.265
C 0.112 -0.087 0.872 -0.072
C -2.006 1.142 1.245 0.077
H 1.325 1.999 1.165 0.049
H 0.232 -0.574 1.840 0.131
H 1.070 -0.068 0.353 -0.126
H -0.480 -0.681 0.175 0.191
H -2.396 2.150 1.108 0.002
H -2.485 0.503 0.502 0.027
H -2.383 0.789 2.205 -0.002
C -1.255 -4.302 -3.923 0.311
O -2.192 -4.999 -3.512 -0.118
N -0.897 -3.192 -3.337 -0.667
C 0.388 -2.504 -3.584 0.486
C -1.670 -2.494 -2.267 0.478
H -0.745 -4.542 -4.869 0.079
H 0.948 -2.149 -2.719 -0.034
H 0.340 -1.647 -4.257 -0.075
H 0.935 -3.199 -4.221 0.002
H -1.851 -1.460 -2.564 -0.108
H -2.656 -2.930 -2.106 0.130
H -1.240 -2.301 -1.285 -0.112
C 0.303 7.513 -2.074 0.006
O 0.467 8.060 -3.161 -0.002
N 1.216 6.689 -1.472 -0.022
C 0.880 5.835 -0.347 -0.004
C 2.484 6.236 -2.155 0.036
H -0.439 7.657 -1.273 0.003
H 1.286 4.844 -0.552 0.006
H -0.207 5.842 -0.257 0.003
H 1.266 6.030 0.653 0.002
H 3.267 6.159 -1.400 -0.007
H 2.341 5.216 -2.512 -0.005
H 2.825 6.865 -2.978 0.002
C -2.465 -3.419 1.939 0.333
O -2.657 -2.234 1.705 -0.153
N -2.158 -3.779 3.214 -0.977
C -1.768 -5.188 3.475 0.756
C -2.316 -2.933 4.377 0.299
H -2.477 -4.216 1.178 0.223
H -2.338 -5.869 2.843 0.011
H -1.961 -5.651 4.442 0.025
H -0.736 -5.400 3.196 -0.182
H -1.517 -2.937 5.119 -0.122
H -2.579 -1.960 3.962 0.144
H -3.222 -3.354 4.812 -0.009
```